C5H8N2 | wB97M-V/def2-TZVPD

Energy above the lowest of the compared OMol25 structures with the same formula, charge and spin, kJ/mol: 299.7
Spin multiplicity: 1

CARTESIAN COORDINATES (ANGSTROEM)
N (-2.2605, -1.6838, -1.9635)
N (-0.5050, -1.5003, -0.6105)
C (0.6853, -0.9259, -0.1017)
C (-1.2456, -0.9018, -1.5664)
C (1.1014, 2.1186, 1.8722)
C (1.1304, 1.5865, 0.4574)
C (0.8616, 0.3445, 0.1567)
H (-0.6914, -2.4529, -0.2925)
H (0.0780, 2.2811, 2.2266)
H (1.4067, 2.2740, -0.3424)
H (-2.4561, -2.6242, -1.6204)
H (-2.8410, -1.3664, -2.7211)
H (1.5795, 1.4031, 2.5474)
H (1.5167, -1.6200, 0.0131)
H (1.6400, 3.0675, 1.9451)

Here are the Mulliken charges for atoms 1 to 6, given in e: -0.2050 -0.0659 -0.3237 -0.4761 -0.8973 -0.2526



C8H15N2O | wB97M-V/def2-TZVPD

Energy above the lowest of the compared OMol25 structures with the same formula, charge and spin, kJ/mol: 460.9
Charge: +1
Spin multiplicity: 1

CARTESIAN COORDINATES (ANGSTROEM)
O (0.3267, 1.1319, 1.0396)
N (-2.1691, 0.3749, 0.2437)
N (-2.9068, 0.5909, -0.8529)
C (1.7322, 0.4362, -1.0723)
C (-1.4318, 1.3471, 0.7871)
C (3.1547, -0.9575, 0.3175)
C (-2.5242, -0.9230, 0.8423)
C (-3.5568, -0.5069, -1.0684)
C (1.2747, 1.4533, -0.0229)
C (2.0081, -1.0214, -0.6427)
C (-3.4270, -1.4691, 0.0192)
H (-1.6810, 2.2118, 0.2781)
H (0.3737, 0.0965, 1.2491)
H (2.5914, 0.9322, -1.3969)
H (2.1786, 1.8108, 0.5986)
H (1.0955, 0.6000, -1.9168)
H (2.2903, -1.5512, -1.4436)
H (-1.4578, 1.5359, 1.8502)
H (4.0329, -0.4797, -0.0382)
H (1.1139, -1.4445, -0.1819)
H (-4.3361, -0.3739, -1.7753)
H (2.8336, -0.3947, 1.1827)
H (3.3952, -1.9973, 0.6640)
H (1.0322, 2.3737, -0.5195)
H (-2.0990, -1.3612, 1.7141)
H (-3.8441, -2.4148, 0.1450)

Here are the Mulliken charges for atoms 1 to 6, given in e: -0.3833 0.7951 -0.8348 -0.5089 -0.3852 -1.0656



no.,E_tot (eV),Kohn-Sham gap (eV)
1,-8291.8899,9.4
2,-13556.5132,10.1